# 1
Entry from the Open Molecules 2025 dataset: the ion C9H13N2 with charge +1 (ωB97M-V with the def2-TZVPD basis set).

- 2S+1: 1
- Electronic energy: -12515.235 eV
- Net charge: +1
- HOMO-LUMO gap: 8.2 eV
- SMILES string: [H]/N=C(/CC)C[n+]1ccccc1
- ΔE to the lowest compared entry with this formula, charge and spin: 2.3847 eV

Positions of all 24 atoms, in Å:
C: -1.24365 2.98018 -0.10563
C: -1.70323 2.25501 -1.19683
C: -0.08914 2.57985 0.58929
C: -1.11405 1.05021 -1.49211
C: 0.55367 1.46806 0.16865
C: -0.07802 -1.74706 -0.36809
C: 1.15572 -1.98113 1.90776
C: -0.13276 -1.66943 1.09289
C: 0.70504 -0.51081 -1.11484
N: -0.22834 -2.80005 -0.95794
N: 0.06999 0.77350 -0.91266
H: -1.61321 3.94235 0.25019
H: -2.63399 2.53481 -1.60288
H: 0.40507 2.94611 1.50904
H: -1.40086 0.22432 -2.23238
H: 1.47046 1.19130 0.70924
H: 1.50941 -2.94227 1.62685
H: 1.91638 -1.28799 1.37400
H: 1.14555 -1.80040 2.98818
H: -0.54535 -0.65470 1.22528
H: -0.65416 -2.49651 1.47991
H: 0.90969 -0.59044 -2.26408
H: 1.69787 -0.41591 -0.76596
H: -0.10207 -3.04898 -1.90788



# 2
Entry from the Open Molecules 2025 dataset: a structure of composition C33H28F12IrN3O2 (ωB97M-V with the def2-TZVPD basis set).

- 2S+1: 5
- Electronic energy: -78689.196 eV
- Net charge: -2
- HOMO-LUMO gap (spin up / spin down): 4.4 / 5.8 eV
- ΔE to the lowest compared entry with this formula, charge and spin: 0.0000 eV

Positions of all 79 atoms, in Å:
Ir: -0.86933 0.84939 -1.07278
C: 5.05730 -0.56627 2.12502
C: 3.66150 -0.72345 1.58469
C: 2.57258 -0.92651 2.42898
C: 1.29902 -1.01748 1.91815
C: 1.02858 -0.92363 0.53878
N: -0.28198 -0.97406 0.11245
C: -1.03264 -2.05891 0.42360
C: -0.39527 -3.29251 0.73744
C: -1.08385 -4.44224 1.03571
C: -2.47452 -4.46382 1.03929
C: -3.24748 -5.72272 1.32226
C: -3.11838 -3.27773 0.72282
C: -2.46492 -2.09006 0.41172
C: -3.27968 -0.82496 0.09251
O: -2.80370 -0.05267 -0.91195
C: -4.72895 -1.15218 -0.39144
F: -5.58820 -1.68363 0.52771
F: -5.36052 -0.05890 -0.84307
F: -4.70236 -2.02565 -1.41688
C: -3.41180 -0.00261 1.41550
F: -4.16123 1.10851 1.26998
F: -2.22923 0.38706 1.88618
F: -4.00133 -0.71614 2.41830
C: 2.13469 -0.72093 -0.32835
C: 3.41132 -0.63158 0.22375
C: 1.90967 -0.63721 -1.85257
O: 0.89762 0.15034 -2.26072
C: 1.70549 -2.09556 -2.39082
F: 1.81833 -2.16490 -3.74825
F: 2.61310 -2.98817 -1.91207
F: 0.50709 -2.58586 -2.10237
C: 3.17361 -0.08606 -2.59876
F: 3.63582 1.05605 -2.06932
F: 2.89787 0.20404 -3.88781
F: 4.23834 -0.93733 -2.64776
H: 5.15968 -1.06062 3.09353
H: 5.32196 0.48625 2.26670
H: 5.79751 -0.99897 1.44874
H: 2.72403 -0.99595 3.50231
H: 0.45151 -1.15331 2.57807
H: 0.68556 -3.32240 0.71867
H: -0.52571 -5.34827 1.25821
H: -2.73949 -6.34287 2.06563
H: -3.37852 -6.33832 0.42512
H: -4.24463 -5.49738 1.70612
H: -4.19790 -3.29357 0.73651
H: 4.26611 -0.49091 -0.42254
C: 1.55109 3.23719 -0.76753
C: 0.28765 3.62640 -0.00373
C: -0.05751 5.07507 -0.42769
C: -0.86031 2.69939 -0.31149
C: 0.52412 3.54643 1.50598
C: 1.39083 2.59980 2.06447
C: 1.56540 2.50324 3.43546
C: 0.87386 3.34059 4.29945
C: -0.00916 4.26918 3.76805
C: -0.17869 4.36688 2.39684
H: 1.36821 3.33198 -1.83982
H: 1.81454 2.19665 -0.59896
H: 2.40048 3.87126 -0.49085
H: -0.15357 5.09858 -1.51414
H: 0.71687 5.79065 -0.12452
H: -1.01323 5.40191 -0.01766
H: -1.79037 3.03701 0.16039
H: 1.91992 1.90425 1.42556
H: 2.23742 1.74809 3.82499
H: 1.00770 3.25854 5.37251
H: -0.57580 4.91995 4.42539
H: -0.88469 5.08952 2.01155
N: -0.21764 -0.07181 -5.04136
C: -1.21375 -0.97485 -4.72935
C: -2.05137 -0.32348 -3.87948
N: -1.57444 0.94105 -3.62700
C: -0.47762 1.05225 -4.32554
H: 0.68896 -0.30863 -5.40195
H: -1.21540 -1.97836 -5.11579
H: -2.92681 -0.68650 -3.36827
H: 0.20661 1.88238 -4.28247



# 3
Entry from the Open Molecules 2025 dataset: a structure of composition C5H8Cl2N2PtS4Sb (ωB97M-V with the def2-TZVPD basis set).

- 2S+1: 1
- Electronic energy: -86468.461 eV
- Net charge: -1
- HOMO-LUMO gap: 6.1 eV
- ΔE to the lowest compared entry with this formula, charge and spin: 1.0025 eV

Positions of all 23 atoms, in Å:
Pt: -0.38658 -0.37674 0.63941
Cl: 2.43349 0.40560 0.17958
C: 2.21616 2.16691 0.05108
Cl: 0.80726 2.58346 -0.91564
H: 3.10665 2.55848 -0.42565
H: 2.09120 2.54889 1.05782
S: -4.48423 2.09938 2.71546
Sb: -3.11528 0.34926 2.33221
S: -2.51450 -0.03986 -0.00865
S: -0.75468 1.04245 2.31946
S: -3.44375 -1.65918 3.32730
C: 1.61944 -5.47168 0.22155
N: 0.72602 -4.36798 -0.04971
C: -0.63755 -4.43459 -0.20870
C: -1.06913 -3.15470 -0.36938
N: 0.01002 -2.30656 -0.31548
C: 1.06633 -3.06408 -0.11566
H: 1.08875 -6.40309 0.04078
H: 1.95415 -5.45511 1.25879
H: 2.48474 -5.43266 -0.43893
H: -1.16725 -5.36896 -0.15901
H: -2.06825 -2.76430 -0.46523
H: 2.08237 -2.71712 -0.02071



# 4
Entry from the Open Molecules 2025 dataset: an isolated molecule of C18H22FN3O5S (ωB97M-V with the def2-TZVPD basis set).

- 2S+1: 1
- Electronic energy: -47282.483 eV
- HOMO-LUMO gap: 8.2 eV
- SMILES string: COCCNC(=O)c1onc(CSc2ccc(F)cc2)c1C(=O)NCCOC
- ΔE to the lowest compared entry with this formula, charge and spin: 1.9747 eV

Positions of all 50 atoms, in Å:
C: 3.80952 3.85713 -3.98713
H: 3.40863 3.75330 -4.99285
O: 2.73771 3.64071 -3.10503
C: 3.10415 3.74313 -1.74779
C: 1.85206 3.50690 -0.90595
N: 1.32919 2.18500 -1.14745
C: 1.21193 1.25820 -0.18888
O: 1.47987 1.46322 0.98768
C: 0.68637 -0.03960 -0.67489
C: 0.54250 -1.29082 -0.11283
C: -0.08699 -2.04352 -1.15676
N: -0.27902 -1.29442 -2.20992
O: 0.20034 -0.06530 -1.93522
C: -0.59593 -3.42371 -1.08544
H: 0.11052 -4.07605 -0.57429
H: -0.85676 -3.80532 -2.07009
S: -2.07403 -3.44115 0.01159
C: -2.98531 -2.04122 -0.58575
C: -3.59420 -1.22006 0.35746
C: -4.30959 -0.10955 -0.04647
C: -4.39492 0.16980 -1.39945
C: -3.80611 -0.64141 -2.35215
C: -3.10598 -1.76047 -1.94101
H: -2.65328 -2.40273 -2.67805
H: -3.90030 -0.39925 -3.39852
F: -5.07343 1.26633 -1.80013
H: -4.78759 0.54028 0.66918
H: -3.49950 -1.46093 1.40497
C: 0.94994 -1.89231 1.18845
O: 1.01768 -3.10287 1.31786
N: 1.19813 -1.01356 2.16879
C: 1.55267 -1.42543 3.50614
H: 1.53069 -2.51757 3.53811
C: 0.58511 -0.85203 4.55583
O: -0.55452 -1.63504 4.79818
C: -1.42947 -1.77050 3.70207
H: -1.02800 -2.44122 2.93686
H: -1.64829 -0.79447 3.25042
H: -2.34710 -2.20130 4.09993
H: 0.29399 0.16602 4.24894
H: 1.09130 -0.79887 5.52224
H: 2.56605 -1.07897 3.73246
H: 1.22658 -0.01716 1.95789
H: 1.12288 1.95508 -2.10873
H: 1.09526 4.24822 -1.17815
H: 2.08437 3.58597 0.15750
H: 3.87330 2.99397 -1.50344
H: 3.51302 4.74139 -1.53214
H: 4.60682 3.12011 -3.83209
H: 4.22974 4.86207 -3.86195



# 5
Entry from the Open Molecules 2025 dataset: a cluster of 3 separate species, C13H30FNO10S3 in total (ωB97M-V with the def2-TZVPD basis set).

- 2S+1: 1
- Electronic energy: -71155.145 eV
- HOMO-LUMO gap: 10.9 eV
- SMILES string: CC(=O)OCCCCCNS(=O)(=O)F.CCOS(C)(=O)=O.CCOS(C)(=O)=O

Positions of all 58 atoms, in Å:
C: -0.56391 5.43212 -3.54459
C: -1.35470 4.69143 -2.50190
O: -2.43418 5.07546 -2.08768
O: -0.74665 3.56573 -2.10346
C: -1.26317 2.94081 -0.91319
C: -0.10767 2.18357 -0.24981
C: -0.38319 0.69240 -0.14254
C: 0.80714 -0.06101 0.43836
C: 0.53752 -1.57939 0.47172
N: 1.43101 -2.32107 -0.45308
S: 2.85221 -2.70915 0.20496
O: 3.46147 -1.55409 0.75221
O: 2.81281 -3.89734 0.98415
F: 3.60898 -3.06608 -1.09039
H: -0.23424 6.37118 -3.11905
H: -1.23337 5.64210 -4.36946
H: 0.28029 4.84071 -3.87090
H: -1.66866 3.67011 -0.22698
H: -2.02485 2.22134 -1.19220
H: 0.04465 2.55956 0.76118
H: 0.81238 2.36770 -0.79474
H: -1.25840 0.51532 0.47683
H: -0.54330 0.31887 -1.15406
H: 1.65925 0.10111 -0.20994
H: 1.04826 0.27936 1.43910
H: 0.57538 -1.97985 1.48044
H: -0.46262 -1.74952 0.08990
H: 0.99763 -3.12319 -0.88928
O: 2.50012 -2.39970 5.97501
S: 3.85941 -2.16798 6.35747
O: 4.53300 -0.98244 5.93109
O: 4.72619 -3.43909 5.96420
C: 4.62999 -3.92438 4.60517
C: 5.44394 -3.09683 3.63344
C: 4.01799 -2.32511 8.10320
H: 3.58200 -3.97131 4.30710
H: 5.00575 -4.94487 4.64237
H: 5.02576 -2.09783 3.51881
H: 5.44871 -3.57512 2.65450
H: 6.47096 -2.98651 3.98236
H: 3.54375 -3.25061 8.41629
H: 3.51572 -1.46956 8.54839
H: 5.07366 -2.31832 8.35941
O: -2.88710 0.78091 -3.94330
S: -4.11450 1.51439 -3.85914
O: -4.74177 1.72123 -2.59229
O: -5.16274 0.86060 -4.86220
C: -5.37888 -0.56221 -4.77001
C: -6.28292 -0.93477 -3.61171
C: -3.94347 3.05938 -4.67924
H: -4.41760 -1.07456 -4.70980
H: -5.84081 -0.84027 -5.71512
H: -5.80141 -0.74054 -2.65425
H: -6.53241 -1.99486 -3.66127
H: -7.20348 -0.35275 -3.64197
H: -3.50981 2.88873 -5.66069
H: -3.28723 3.67338 -4.06680
H: -4.92292 3.52280 -4.75665



# 6
Entry from the Open Molecules 2025 dataset: a structure of composition C5H12O2 (ωB97M-V with the def2-TZVPD basis set).

- 2S+1: 1
- Electronic energy: -9472.421 eV
- HOMO-LUMO gap: 9.8 eV
- ΔE to the lowest compared entry with this formula, charge and spin: 2.7143 eV

Positions of all 19 atoms, in Å:
C: -1.57675 -0.04527 1.97419
C: -0.88201 -0.98446 0.98606
C: -0.36667 -0.19910 -0.18754
O: 0.66259 1.06653 0.73459
C: 0.50194 -0.70410 -1.29629
C: 1.25571 0.64637 -1.92624
O: 2.26847 1.09662 -1.12361
H: -2.02124 -0.59792 2.80361
H: -0.87445 0.69516 2.35987
H: -2.37478 0.50800 1.46381
H: -1.60594 -1.73684 0.63945
H: -0.05651 -1.54189 1.44381
H: -1.16416 0.42421 -0.61857
H: 1.25415 0.63853 1.39370
H: -0.03740 -1.02060 -2.19622
H: 1.18477 -1.50207 -0.96014
H: 0.42746 1.38249 -1.98031
H: 1.55774 0.38419 -2.95516
H: 1.70739 1.29705 -0.21559



# 7
Entry from the Open Molecules 2025 dataset: a cluster of 2 separate species, C2H7FSi in total (ωB97M-V with the def2-TZVPD basis set).

- 2S+1: 1
- Electronic energy: -12781.459 eV
- HOMO-LUMO gap (spin up / spin down): 8.2 / 8.2 eV
- ΔE to the lowest compared entry with this formula, charge and spin: 2.9991 eV

Positions of all 11 atoms, in Å:
C: -1.42323 -1.17129 1.43080
C: 1.03530 0.32664 -1.57023
F: -0.31098 2.23493 0.00142
Si: 0.46235 0.82332 0.15032
H: -2.36855 -0.89529 1.00676
H: -1.02397 -2.11106 1.09981
H: -1.29155 -0.94948 2.47200
H: 0.21256 0.32468 -2.27798
H: 1.78157 1.03388 -1.93451
H: 1.48480 -0.66009 -1.57066
H: 1.44170 1.04375 1.19227



# 8
Entry from the Open Molecules 2025 dataset: a structure of composition C4H7MgO2 (ωB97M-V with the def2-TZVPD basis set).

- 2S+1: 1
- Electronic energy: -13790.697 eV
- Net charge: +1
- HOMO-LUMO gap (spin up / spin down): 9.3 / 4.2 eV
- ΔE to the lowest compared entry with this formula, charge and spin: 2.6455 eV

Positions of all 14 atoms, in Å:
C: -1.18018 -0.13042 -0.51264
C: -0.53011 -0.45694 0.80047
C: 0.60616 0.42285 0.33010
C: 1.76470 -0.11865 -0.17085
O: 2.87223 0.51283 -0.39695
Mg: 3.76985 2.11280 -0.15140
H: -1.52717 0.91006 -0.62905
H: -0.75742 -0.62502 -1.39539
H: -0.25924 -1.51528 0.89544
H: -1.06757 -0.01961 1.65225
H: 0.61814 1.47044 0.64743
H: 1.74916 -1.17147 -0.49829
O: -2.75043 -0.92302 -0.60404
H: -3.30813 -0.46857 0.03292



# 9
Entry from the Open Molecules 2025 dataset: a cluster of 2 separate species, C3H4I2O in total (ωB97M-V with the def2-TZVPD basis set).

- 2S+1: 1
- Electronic energy: -21420.503 eV
- HOMO-LUMO gap (spin up / spin down): 8.0 / 8.0 eV
- ΔE to the lowest compared entry with this formula, charge and spin: 3.6462 eV

Positions of all 10 atoms, in Å:
C: 1.43766 0.34194 1.10639
C: 0.46971 -0.40770 0.51888
C: -0.70047 0.05480 -0.12766
O: -0.53511 -0.15171 -2.22964
I: -1.18307 2.04338 -0.05110
I: -2.38115 -1.19409 0.08701
H: 2.26951 -0.12049 1.63199
H: 1.51960 1.41795 0.94600
H: 0.41075 -1.40731 0.79762
H: -1.30743 -0.57677 -2.67947



# 10
Entry from the Open Molecules 2025 dataset: a structure of composition C6H19N5O3Rb (ωB97M-V with the def2-TZVPD basis set).

- 2S+1: 1
- Electronic energy: -20771.916 eV
- Net charge: +1
- HOMO-LUMO gap: 7.5 eV
- ΔE to the lowest compared entry with this formula, charge and spin: 4.6203 eV

Positions of all 34 atoms, in Å:
Rb: -1.46745 0.53622 1.66850
C: 2.55050 -3.96142 0.93177
C: 3.78247 -3.03033 0.55264
C: 5.00514 -3.65693 -0.11579
O: 5.31721 -4.81856 0.65270
C: 5.99402 -5.90231 0.11928
N: 3.16788 -2.03243 -0.24982
H: 2.51171 -4.89535 0.37109
H: 1.52147 -3.60233 0.91555
H: 2.81243 -4.31901 1.92758
H: 3.95692 -2.74314 1.58954
H: 5.76615 -2.88668 -0.24100
H: 4.74167 -3.93992 -1.13491
H: 6.89547 -5.51583 -0.35623
H: 5.39154 -6.40884 -0.63473
H: 6.25004 -6.71253 0.80199
H: 3.81196 -1.27410 -0.42359
H: 2.86690 -2.24854 -1.18940
C: -3.74281 5.76737 2.36721
O: -2.76300 5.16905 1.98057
N: -3.93678 6.91034 2.03441
N: -4.67674 5.17708 3.03281
H: -4.77122 7.39378 2.33459
H: -3.26021 7.27334 1.37823
H: -5.36783 5.80899 3.41120
H: -4.33134 4.52859 3.72582
C: -4.70219 2.23009 -2.65419
O: -4.70336 1.77230 -1.59662
N: -4.41766 3.43580 -2.97123
N: -5.12010 1.54765 -3.77916
H: -4.00049 3.98836 -2.23587
H: -4.49754 3.67344 -3.94962
H: -5.27535 2.17793 -4.55295
H: -5.30943 0.55793 -3.71038



# 11
Entry from the Open Molecules 2025 dataset: an isolated molecule of C4H6N2O (ωB97M-V with the def2-TZVPD basis set).

- 2S+1: 1
- Electronic energy: -9268.481 eV
- HOMO-LUMO gap (spin up / spin down): 7.6 / 8.3 eV
- ΔE to the lowest compared entry with this formula, charge and spin: 5.0206 eV

Positions of all 13 atoms, in Å:
C: 0.16257 1.41940 0.05301
C: 2.28284 -0.12108 0.05932
C: -0.09404 0.02844 -0.35276
C: -1.25969 -0.76261 0.35832
N: -0.47962 2.48378 0.10474
N: 1.13951 -0.76384 -0.22069
O: 3.44981 -0.22015 0.14125
H: -0.42269 0.08999 -1.43613
H: -2.26667 -0.92356 0.14148
H: -1.43577 -0.25206 1.38263
H: -0.94184 -1.82448 0.61715
H: -1.43271 2.49745 -0.16514
H: 1.29831 -1.65130 -0.68318



# 12
Entry from the Open Molecules 2025 dataset: a cluster of 2 separate species, C9H17N3O7 in total (ωB97M-V with the def2-TZVPD basis set).

- 2S+1: 1
- Electronic energy: -28413.525 eV
- HOMO-LUMO gap: 10.2 eV
- SMILES string: NC(=O)CC[C@H](N)C(=O)O.N[C@@H](CC(=O)O)C(=O)O
- ΔE to the lowest compared entry with this formula, charge and spin: 0.0000 eV

Positions of all 36 atoms, in Å:
C: 2.15745 0.08479 0.23131
C: 2.53178 -1.34915 0.58253
C: 3.37295 0.98237 0.39252
C: 4.46299 0.61350 -0.59623
C: -3.00006 -0.56919 -0.06530
C: -3.11599 -1.98130 -0.63429
C: -1.95436 0.22700 -0.84536
C: -1.58718 1.56356 -0.18471
C: -2.79516 2.44130 0.08839
H: 1.30264 0.42978 2.05654
H: 0.22517 0.02877 0.89479
H: 1.82385 0.10648 -0.80963
H: 3.06998 2.02441 0.24297
H: 3.76806 0.88797 1.41259
H: 5.54524 1.95248 0.23341
H: 1.99906 -3.11592 0.30124
H: -3.04773 -1.43954 1.81874
H: -3.00869 0.21039 1.79920
H: -3.98580 -0.09232 -0.21603
H: -2.31964 0.38959 -1.86529
H: -1.04934 -0.38280 -0.92439
H: -0.85140 2.08434 -0.80687
H: -1.11874 1.35662 0.78195
H: -3.70441 4.16296 -0.51617
H: -2.22389 3.82373 -1.35656
H: -4.62567 -2.18931 0.52598
N: 1.06752 0.56755 1.07570
N: -2.64720 -0.63130 1.35479
N: -2.91442 3.55688 -0.67565
O: 3.38443 -1.66478 1.38032
O: 4.34517 -0.23972 -1.43575
O: 5.60647 1.32291 -0.49758
O: 1.72288 -2.24077 -0.01434
O: -2.42302 -2.44188 -1.49956
O: -3.63346 2.15178 0.93567
O: -4.09930 -2.73340 -0.07745